Entry 1:
This record from OMol25 describes a 2-piece molecular cluster, C2H3N3O4 overall in a non-equilibrium geometry. The level of theory is wB97M-V/def2-TZVPD.

Output
HOMO energy (alpha / beta) = -0.358 / -0.392 Ha
Kohn-Sham gap (alpha / beta) = 0.2553 / 0.3096 hartree
Strongest force on any atom = 0.116 hartree/bohr
Net charge = 0
ΔE to the lowest compared entry with this formula, charge and spin = 161.5 kcal per mole

```
12
Properties=species:S:1:pos:R:3:forces:R:3
C 0.16712 -2.20337 0.48947 -0.3 0.1 1.9
C -0.25068 1.06507 0.18531 2.2 -0.7 1.1
N 0.52482 -1.69210 -0.52143 0.9 -1.5 -2.3
N 1.36105 0.42672 -1.36269 2.5 4.7 2.6
N -1.64064 1.07862 0.55224 0.0 -0.1 -0.7
O -2.43258 0.51342 -0.14594 -0.5 -1.1 -1.3
O -1.95668 1.72595 1.51798 0.7 0.8 1.2
O -0.10956 -2.58183 1.56094 -0.5 -0.6 0.6
O 0.18240 0.20046 -0.72635 -3.0 1.2 0.3
H 0.45504 1.24938 1.02527 -0.7 0.5 -0.6
H 2.15069 0.52935 -0.64070 -1.6 -0.4 -1.3
H 1.54903 -0.31167 -1.93409 0.1 -2.9 -1.5
```
Forces are in eV/Å.

=====

Entry 2:
This record from OMol25 describes a 2-piece molecular cluster, C5H14N overall in a non-equilibrium geometry. The level of theory is wB97M-V/def2-TZVPD.

Output
HOMO energy = -0.576 Ha
Kohn-Sham gap = 0.3865 hartree
Strongest force on any atom = 0.030 hartree/bohr
Net charge = +1
ΔE to the lowest compared entry with this formula, charge and spin = 26.8 kcal per mole

```
20
Properties=species:S:1:pos:R:3:forces:R:3
C 2.01260 -1.47288 -0.13279 0.1 -1.5 0.5
C 1.36881 -0.56182 0.88116 -0.1 0.3 1.2
C 1.30855 1.74594 0.07674 0.4 -0.5 0.6
N 0.75957 0.61034 0.24057 -0.3 0.6 -0.4
H 1.32525 -2.02286 -0.78048 -0.2 0.4 0.1
H 2.77185 -1.01658 -0.74605 0.2 0.4 -0.1
H 2.49335 -2.27515 0.45625 0.0 0.4 -0.2
H 0.59163 -1.04797 1.47908 0.0 -0.1 -0.4
H 2.07844 -0.19151 1.63832 0.0 0.0 -0.5
H 0.88636 2.43186 -0.63637 -0.3 0.4 0.2
H 2.20515 1.96561 0.66155 0.0 0.0 -0.5
H -0.17286 0.50187 -0.16416 0.2 -0.4 -0.3
C -2.88242 0.47757 -0.03030 0.5 -0.4 -0.8
C -2.19195 -0.59187 -0.90743 0.2 0.3 0.4
H -3.43113 1.18585 -0.64340 -0.4 -0.1 0.1
H -2.14295 1.08517 0.48194 0.2 0.1 0.4
H -3.50502 -0.02487 0.70455 -0.2 0.3 0.0
H -1.48038 -0.16022 -1.63056 -0.3 0.0 0.0
H -1.62942 -1.26067 -0.23922 -0.1 -0.1 -0.3
H -2.91072 -1.18670 -1.47676 0.2 0.1 0.1
```
Forces are in eV/Å.

=====

Entry 3:
This record from OMol25 describes a 6-piece molecular cluster, C54H114N6O6 overall in a non-equilibrium geometry. The level of theory is wB97M-V/def2-TZVPD.

Output
HOMO energy = -0.280 Ha
Kohn-Sham gap = 0.3001 hartree
SMILES = CC1(C)CCCC(C)(C)N1O.CC1(C)CCCC(C)(C)N1O.CC1(C)CCCC(C)(C)N1O.CC1(C)CCCC(C)(C)N1O.CC1(C)CCCC(C)(C)N1O.CC1(C)CCCC(C)(C)N1O
Strongest force on any atom = 0.066 hartree/bohr
Net charge = 0
ΔE to the lowest compared entry with this formula, charge and spin = 90.4 kcal per mole

```
180
Properties=species:S:1:pos:R:3:forces:R:3
C 1.22068 0.62356 5.88293 0.3 -0.7 -0.6
C 0.30592 1.70914 5.25320 2.6 0.7 0.8
C 1.14048 2.55223 4.26832 0.0 -0.3 -0.8
C -0.84515 1.05746 4.51769 -2.0 0.4 1.0
C -2.12309 1.94498 4.45820 1.4 -0.8 -0.2
C -2.49759 2.35639 5.86082 0.1 0.0 -0.5
C -1.38316 3.12171 6.58785 0.4 1.2 1.1
C -1.37188 4.59077 6.14449 -0.4 0.7 -0.1
C -1.66681 3.11679 8.10720 1.1 1.0 0.4
N -0.05212 2.53037 6.42264 -2.9 -1.7 -0.6
O 0.98118 3.14387 7.11124 0.2 0.1 -0.3
H 1.46540 -0.16505 5.16127 0.0 0.1 -0.1
H 2.17567 0.98928 6.26379 0.0 0.4 -0.3
H 0.77930 0.10193 6.73372 -0.5 0.1 -0.2
H 1.50168 1.87632 3.48431 0.2 0.1 0.0
H 0.57532 3.32016 3.73253 -0.3 0.0 0.2
H 1.99270 3.05259 4.72569 0.0 -0.2 0.2
H -0.63744 0.72076 3.50311 0.7 0.1 0.1
H -1.19459 0.19452 5.09802 0.3 -0.2 -0.1
H -1.92628 2.81244 3.82367 -0.2 0.0 0.0
H -2.87264 1.29687 4.00150 -0.3 0.4 -0.1
H -2.78851 1.47712 6.44129 0.0 0.0 0.0
H -3.36427 3.00983 5.74051 0.0 0.0 0.6
H -0.90591 5.26855 6.86348 0.2 -0.3 0.2
H -2.40198 4.95217 6.06623 0.0 0.0 -0.2
H -0.84445 4.77196 5.20670 -0.2 -0.2 -0.1
H -0.87288 3.71491 8.57404 0.3 -0.3 -0.2
H -1.55582 2.12643 8.54593 -0.6 -0.1 -0.1
H -2.50506 3.71448 8.47440 -0.7 -0.7 -0.5
H 1.21087 2.49739 7.79272 0.1 0.2 0.0
C -7.27394 -0.89203 -6.45738 -0.5 -0.1 0.1
C -6.64980 -2.21534 -6.95547 -0.5 0.1 -0.7
C -7.70859 -2.91622 -7.84082 -1.0 0.9 1.2
C -5.42354 -1.96610 -7.84184 0.1 -0.3 0.2
C -4.21006 -1.51080 -7.03306 -1.6 0.1 -0.9
C -3.88554 -2.58785 -6.03195 0.9 -0.1 -1.1
C -5.05811 -2.99082 -5.12037 0.0 1.2 1.3
C -4.70754 -4.30703 -4.42241 -0.1 0.3 -0.4
C -5.17005 -1.87388 -4.06829 -0.5 0.4 0.5
N -6.31776 -3.12948 -5.85448 1.8 -0.4 -1.9
O -7.39801 -3.65259 -5.13101 0.2 0.4 0.2
H -6.63897 -0.13819 -5.99244 0.4 -0.5 0.2
H -7.76623 -0.31096 -7.24204 -0.2 -0.4 -0.2
H -8.01555 -1.23631 -5.73186 -0.2 0.5 0.1
H -8.04582 -2.23588 -8.62421 0.4 -0.2 -0.4
H -7.46582 -3.91505 -8.19105 0.4 0.1 -0.1
H -8.60357 -2.98874 -7.21229 0.0 -0.4 -0.1
H -5.22876 -2.90090 -8.37884 0.3 -0.1 0.2
H -5.64599 -1.25204 -8.63936 -0.4 0.2 0.2
H -3.45063 -1.25587 -7.77362 0.5 -0.2 0.5
H -4.49481 -0.58890 -6.51803 0.2 0.1 0.0
H -3.00145 -2.17333 -5.53593 -0.3 -0.6 0.9
H -3.51666 -3.45668 -6.58880 -0.1 -0.1 0.0
H -3.89031 -4.13449 -3.72280 0.2 -0.1 -0.2
H -4.42587 -4.99742 -5.21946 0.1 -0.3 0.3
H -5.53830 -4.69910 -3.83841 -0.1 0.0 -0.1
H -4.36642 -1.92821 -3.33354 -0.1 -0.1 0.1
H -6.14008 -1.91714 -3.56518 0.1 -0.3 0.2
H -5.14722 -0.85957 -4.47062 0.2 -0.1 -0.3
H -7.37150 -4.57879 -5.39601 -0.3 0.0 0.1
C 3.83404 4.56379 0.65451 0.3 -0.1 -0.1
C 5.27166 4.55037 0.12513 0.5 0.4 0.0
C 5.37303 5.38476 -1.16730 -0.1 -0.4 -1.0
C 6.20454 5.28976 1.13562 -0.8 0.4 -0.3
C 6.72495 4.45581 2.28818 -0.1 1.1 -0.1
C 7.37228 3.21904 1.74626 0.3 -1.1 0.5
C 6.44708 2.36846 0.85940 -0.6 0.1 0.2
C 7.25672 1.34141 0.06782 -0.2 -1.1 -0.5
C 5.43727 1.65549 1.78438 0.0 -1.0 0.5
N 5.77392 3.19014 -0.15876 1.0 1.5 -0.1
O 4.81474 2.45532 -0.88218 -0.2 -0.3 0.1
H 3.08893 4.20111 -0.05201 0.2 0.0 -0.2
H 3.78952 3.90473 1.52134 -0.3 0.4 0.3
H 3.62265 5.61006 0.87395 -0.4 -0.2 0.4
H 6.40106 5.41721 -1.53533 0.0 -0.3 0.1
H 4.74449 4.94674 -1.95081 0.1 -0.1 0.0
H 5.07016 6.43556 -1.17188 -0.2 -0.1 0.8
H 7.00335 5.81663 0.60952 0.3 -0.5 -0.1
H 5.56340 6.11052 1.47221 0.2 0.0 0.3
H 7.43393 5.05068 2.87124 0.1 -0.1 -0.1
H 5.90986 4.27884 2.99471 0.0 -0.5 -0.1
H 7.64920 2.58743 2.59938 -0.2 -0.2 -0.1
H 8.35279 3.35634 1.28262 -0.3 0.6 -0.4
H 7.51466 1.68013 -0.93620 0.1 0.5 0.2
H 6.62718 0.46715 -0.12852 0.1 0.0 0.1
H 8.18226 0.96296 0.50496 -0.1 0.2 0.5
H 5.96090 1.04378 2.52838 0.3 0.0 -0.2
H 4.80953 0.94747 1.23795 0.0 0.2 -0.2
H 4.77337 2.24910 2.41485 0.1 0.5 -0.4
H 5.08326 2.58239 -1.79911 0.0 -0.1 0.0
C 1.56592 0.11444 -5.38213 0.8 -0.4 -0.5
C 0.88786 -0.08580 -6.75588 -0.7 0.6 0.1
C -0.46017 -0.81573 -6.65542 -1.3 1.1 0.8
C 0.61485 1.36853 -7.25684 -0.9 -1.5 -0.5
C 0.22919 1.32334 -8.73574 1.8 0.0 -0.7
C 1.41689 0.71006 -9.52397 -0.9 0.8 0.7
C 1.79472 -0.71772 -9.08818 -0.3 1.0 -1.1
C 0.83063 -1.72108 -9.73147 0.2 -1.3 -0.1
C 3.17181 -0.99137 -9.67910 0.3 -1.1 -0.8
N 1.86288 -0.72215 -7.63217 0.9 0.2 0.0
O 2.16667 -2.03434 -7.15984 -0.1 0.2 0.0
H 1.91871 -0.81349 -4.92658 -0.6 -0.1 0.2
H 2.50765 0.63089 -5.59445 -0.1 0.2 0.0
H 1.00257 0.74032 -4.69187 -0.3 -0.2 0.0
H -0.50265 -1.63475 -5.94018 0.3 -0.4 -0.4
H -1.19712 -0.09154 -6.27059 0.4 0.1 0.7
H -1.03308 -0.99364 -7.56644 0.9 -0.7 -0.3
H -0.25863 1.74699 -6.72584 0.3 0.1 0.5
H 1.50546 1.94132 -7.00780 -0.1 0.4 -0.5
H -0.64845 0.73538 -9.00204 -0.4 0.3 0.5
H 0.16070 2.33885 -9.12999 -0.6 0.0 0.1
H 2.21762 1.42936 -9.33140 0.4 -0.4 -0.2
H 1.13982 0.76131 -10.57731 0.4 -0.3 -0.1
H 0.74823 -1.64795 -10.81913 -0.2 0.9 0.1
H -0.15176 -1.76815 -9.26763 0.0 0.1 -0.1
H 1.25710 -2.73180 -9.69714 -0.1 0.0 0.7
H 3.91444 -0.20256 -9.57301 0.0 -0.1 0.6
H 3.12383 -1.16735 -10.76090 -0.5 0.4 0.0
H 3.51872 -1.98276 -9.37082 0.3 0.3 0.5
H 3.04973 -1.90667 -6.79627 0.0 -0.2 0.0
C 0.95828 1.15412 0.28921 0.5 -0.1 0.9
C 1.14954 -0.24786 -0.34073 0.1 0.6 0.5
C 2.36381 -0.19297 -1.26201 -0.7 0.1 -0.4
C 1.42943 -1.22657 0.82148 -0.7 1.4 -0.1
C 0.12429 -1.62589 1.53220 0.4 -1.8 0.1
C -1.08949 -1.94235 0.67025 0.0 -0.3 -1.2
C -1.30837 -0.96667 -0.49408 -0.2 1.3 0.6
C -2.26659 -1.56216 -1.50451 0.0 -1.1 -1.0
C -1.99737 0.31741 0.06726 0.5 0.4 0.0
N 0.00145 -0.71888 -1.11198 0.0 -1.5 -0.4
O -0.20112 0.05483 -2.28243 0.0 0.7 0.1
H 0.26565 1.10523 1.13216 -0.5 0.1 -0.4
H 1.86152 1.46204 0.83156 0.3 -0.1 -0.5
H 0.72006 1.95766 -0.40482 -0.3 -0.2 -0.1
H 2.23992 0.70266 -1.87378 0.6 0.2 0.1
H 3.26813 -0.20802 -0.65797 0.2 0.3 -0.2
H 2.37526 -1.02501 -1.97245 0.0 -0.3 0.3
H 2.12545 -2.00456 0.50839 -0.6 -0.5 -0.1
H 1.99786 -0.63900 1.54772 0.2 -0.1 0.0
H 0.38090 -2.59531 1.97473 -0.2 0.2 0.6
H -0.16270 -0.95759 2.34246 0.3 0.2 -0.1
H -2.00307 -2.00607 1.26474 0.0 0.3 0.1
H -1.02702 -2.93055 0.19959 0.4 -0.1 0.2
H -1.81308 -2.36369 -2.10206 0.3 0.0 0.3
H -2.64807 -0.88944 -2.27237 0.1 0.4 0.4
H -3.11519 -2.05130 -1.02016 -0.1 0.3 0.2
H -3.03789 0.35141 -0.24969 -0.1 -0.1 0.4
H -1.54408 1.25429 -0.25582 0.0 -0.2 -0.5
H -1.88113 0.36171 1.15268 -0.4 -0.1 0.1
H 0.41852 -0.29530 -2.93252 -0.1 -0.2 0.1
C -0.30027 -4.63814 7.10608 0.6 0.4 0.0
C -0.44994 -3.15160 6.67059 0.9 -0.5 0.2
C 0.27717 -3.00527 5.33606 -0.5 0.3 -0.8
C -1.93021 -2.83730 6.44091 0.0 -0.3 0.7
C -2.69107 -2.47174 7.70934 0.3 0.0 -0.2
C -1.93653 -1.51225 8.64039 -0.3 -1.6 -0.3
C -0.46769 -1.94004 8.90187 0.1 0.8 0.9
C 0.10391 -0.67423 9.56987 1.5 0.9 0.5
C -0.35283 -3.07835 9.96103 0.2 1.0 -0.4
N 0.17141 -2.22537 7.62743 -1.2 1.0 -0.8
O 1.56349 -2.29376 7.64881 0.3 -0.2 0.3
H 0.76164 -4.90842 7.14139 0.0 0.0 -0.2
H -0.64941 -4.85912 8.11272 -0.5 0.0 -0.2
H -0.75565 -5.25038 6.32998 -0.1 -0.3 0.3
H -0.07485 -3.77068 4.63932 0.0 -0.1 0.1
H -0.01420 -2.05475 4.88243 0.2 0.1 0.1
H 1.36328 -3.04937 5.35773 0.0 -0.1 0.3
H -2.11335 -2.04703 5.71126 0.4 0.0 -0.1
H -2.35237 -3.77419 6.07046 -0.2 0.2 -0.4
H -3.62125 -2.03341 7.34216 -0.2 0.0 0.5
H -2.92192 -3.36243 8.29989 -0.1 -0.1 -0.2
H -2.44784 -1.67479 9.59116 0.0 0.9 0.2
H -1.99611 -0.48741 8.28206 0.1 0.1 0.1
H 1.14501 -0.68287 9.92461 0.1 -0.8 -0.5
H -0.37651 -0.42534 10.52105 -0.7 -0.2 -0.3
H 0.09777 0.24114 8.97126 -0.5 -0.2 -0.4
H 0.59076 -3.59669 9.79162 -0.3 -0.5 -0.1
H -1.25573 -3.68373 9.94704 0.3 -0.5 0.1
H -0.21935 -2.60476 10.93272 -0.4 -0.2 0.2
H 1.84016 -3.22527 7.68556 -0.2 0.0 0.2
```
Forces are in eV/Å.

=====

Look up the ΔE to the lowest compared entry with this formula, charge and spin of the second one.
26.8 kcal per mole

=====

Look up the ΔE to the lowest compared entry with this formula, charge and spin of the second one.
26.8 kcal per mole

=====

What is the net charge in the first record?
0